Entry 1:
Computed, not measured: a molecular structure, C82H194BCrN12O34 at a distorted geometry, with ωB97M-V with the def2-TZVPD basis set.

Output
Spin multiplicity: 4
E_tot (eV): -204762.2204
Total charge: 0
Frontier orbital gap (alpha / beta) (eV): 8.36 / 8.46
<S²>: 3.775

```
324
Properties=species:S:1:pos:R:3:forces:R:3
Cr -2.5418 -3.3019 0.3120 1.3 0.8 0.6
C 0.6943 -0.5025 0.1411 -0.7 2.3 -0.4
C -0.7197 -0.7382 0.6870 0.0 -1.2 0.6
C -1.6863 0.3960 0.3841 0.0 -1.1 -0.8
O -1.2010 -1.9541 0.1124 0.0 0.4 -0.3
H 1.1903 0.4055 0.5460 -0.8 0.0 0.0
H 0.5663 -0.2503 -0.9515 0.6 -0.9 0.9
H 1.4188 -1.2237 0.4510 0.1 -1.1 -0.6
H -0.6792 -0.8797 1.8030 0.1 0.2 -0.5
H -2.6490 0.1482 0.8074 -0.3 0.2 0.2
H -1.8321 0.3986 -0.6959 0.0 0.1 -0.2
H -1.3716 1.3724 0.6672 0.4 0.8 0.5
C -5.7317 -3.7762 1.6200 -1.2 1.9 0.3
C -5.2315 -4.7949 0.6541 3.1 0.1 0.2
C -5.9124 -4.6516 -0.6632 -2.4 0.4 1.8
O -3.7787 -4.7144 0.5277 -0.9 -0.1 0.0
H -5.3663 -3.7483 2.6665 0.2 -0.4 -0.7
H -6.8094 -3.9647 1.6535 -0.1 0.3 0.4
H -5.6544 -2.7041 1.2054 0.1 -1.5 0.5
H -5.4079 -5.8139 0.9901 -0.2 -0.1 0.4
H -5.6904 -5.4578 -1.2753 0.4 -1.5 -1.4
H -5.7165 -3.7242 -1.1195 0.4 1.2 -0.6
H -7.0101 -4.6521 -0.4161 0.8 -0.2 -0.6
O -4.6013 4.4168 -3.8408 -0.3 -0.6 -0.8
C -4.5796 4.5543 -2.6610 0.6 1.2 0.1
O -4.6659 5.7276 -2.0366 0.3 -0.9 -0.1
B -4.3380 5.5220 -0.6188 -0.2 0.5 -1.0
O -4.2480 4.0670 -0.4375 0.4 0.0 0.2
C -4.3035 3.4708 -1.6100 -0.5 0.1 0.6
O -4.2195 2.2916 -1.7805 0.2 -0.6 -0.4
O -5.4245 6.0923 0.1622 0.8 -0.5 -0.1
C -4.8388 6.8632 1.0400 0.8 0.4 0.3
O -5.3547 7.4343 1.9244 -1.3 1.1 1.9
C -3.3262 6.9918 0.7748 0.2 0.7 -0.3
O -3.0584 6.2472 -0.2735 -0.8 -1.2 -0.3
O -2.5504 7.7149 1.3348 -0.2 -0.3 0.2
C 1.8498 -5.8556 -1.8608 -0.4 1.6 -0.9
O 0.5467 -5.5357 -1.4002 -0.5 -0.1 -0.9
C -0.5024 -5.9177 -2.3318 0.4 0.9 0.7
C -1.8340 -5.6582 -1.6349 1.2 -0.3 -0.6
N -2.0419 -4.1997 -1.5510 -0.4 0.6 0.3
C -3.1304 -3.6889 -2.4240 0.4 0.3 -2.6
C -3.4181 -2.2041 -2.3077 1.2 0.2 0.3
O -3.7905 -2.0712 -0.9470 -0.6 0.9 0.8
C -4.7064 -0.9663 -0.7954 -0.8 -0.8 0.6
H 2.0840 -5.3441 -2.8181 -0.3 -0.5 0.2
H 2.0907 -6.8866 -1.9097 -0.4 -1.4 -0.3
H 2.5620 -5.4680 -1.1830 0.5 0.7 1.1
H -0.3885 -6.9671 -2.5157 0.0 -0.7 -0.4
H -0.4741 -5.3304 -3.2781 0.3 -0.3 0.5
H -1.7943 -6.1761 -0.7027 -0.1 0.2 1.1
H -2.5748 -6.2030 -2.1767 -0.9 0.1 -0.6
H -1.1538 -3.8419 -1.9334 -0.4 0.8 0.3
H -4.0875 -4.1831 -2.2604 0.5 -0.4 0.2
H -2.8437 -3.7938 -3.5015 -0.1 -0.5 0.6
H -4.2115 -1.8490 -3.0014 0.1 -0.6 0.5
H -2.5500 -1.5235 -2.4939 -0.3 -0.7 0.1
H -5.6394 -1.3370 -1.2197 -0.2 0.4 -0.2
H -4.3745 -0.0802 -1.2984 0.4 0.4 -0.4
H -4.9387 -0.7151 0.2434 0.5 -0.4 0.0
C 0.2519 6.0919 -1.4050 -0.3 -1.3 -2.0
O 0.0292 4.6757 -1.3243 0.1 0.0 -0.2
C -1.0889 4.2710 -2.0919 0.2 -0.4 -1.3
C -0.8550 4.2752 -3.6507 -0.2 0.2 1.0
N 0.3502 3.5504 -4.0457 -0.7 0.7 -0.3
C 0.2282 2.1201 -4.1133 1.4 -0.5 -0.2
C 1.4815 1.5914 -4.8545 0.1 -0.2 1.2
O 2.6003 1.8826 -4.0026 -0.7 0.1 0.6
C 3.7693 1.4679 -4.6006 0.8 0.3 -1.9
H 0.3128 6.3833 -2.4758 -0.4 0.1 0.5
H 1.2348 6.2827 -1.0675 0.9 0.3 1.1
H -0.5552 6.5635 -0.8962 -0.3 0.9 0.5
H -1.9396 4.9158 -1.9225 -0.3 0.2 0.4
H -1.3375 3.2398 -1.7950 0.1 0.3 0.1
H -0.8179 5.3051 -4.0460 0.2 -0.3 0.3
H -1.7917 3.8709 -4.0783 0.6 -0.2 -0.1
H 1.1073 3.8208 -3.4248 0.0 -0.1 -0.1
H -0.6315 1.8298 -4.6936 -0.5 0.1 -0.2
H 0.1552 1.6601 -3.1133 0.0 -0.3 -0.1
H 1.6623 2.2366 -5.7410 -0.5 -0.9 -0.1
H 1.4867 0.4567 -4.9994 -0.3 1.4 -0.4
H 4.6507 1.8597 -4.0927 -0.2 0.2 0.2
H 3.7922 1.8269 -5.6812 0.2 -0.3 1.0
H 3.8631 0.3870 -4.6622 -0.1 -0.4 0.1
C 7.9226 2.4560 -1.1077 1.0 0.9 0.1
O 7.4787 3.1285 0.0727 0.0 0.8 0.2
C 7.6048 4.5760 0.0562 0.4 0.1 -1.9
C 6.5703 5.2591 -0.9786 0.2 0.9 2.8
N 5.1498 4.9913 -0.7036 0.2 -0.7 -0.5
C 4.6656 3.7860 -1.4325 0.3 0.6 -0.3
C 3.2439 3.5022 -0.9972 0.4 0.1 0.5
O 3.3245 3.1267 0.3881 0.5 0.0 -0.3
C 2.0859 3.0535 1.0752 -0.3 0.4 -1.7
H 9.0185 2.2457 -1.0678 -0.5 0.2 0.2
H 7.7998 3.1053 -2.0079 -0.3 -0.8 0.4
H 7.4253 1.4822 -1.1621 -0.2 0.4 -0.2
H 8.6406 4.8702 -0.3038 -0.8 -0.4 0.3
H 7.5389 5.0014 1.0907 -0.4 -0.8 -0.8
H 6.7603 4.9577 -2.0010 0.2 0.0 -0.1
H 6.7859 6.3775 -0.8712 -0.3 -1.3 -0.3
H 4.8437 4.9767 0.2850 0.7 -0.2 -0.9
H 5.3007 2.8737 -1.3324 -0.4 0.5 0.5
H 4.7490 4.0118 -2.5224 -0.5 0.0 0.6
H 2.7591 2.7680 -1.6119 0.0 -1.0 -0.2
H 2.5826 4.3500 -1.1262 0.1 0.7 0.2
H 1.3072 3.3004 0.3101 0.0 0.3 1.2
H 2.1168 3.6597 1.9773 -0.3 0.4 -0.2
H 1.8984 2.0475 1.3813 0.0 -0.8 0.2
C 2.4198 -6.9604 1.6908 -0.8 0.0 0.4
O 1.2526 -6.1850 1.3177 0.9 -0.5 -0.3
C 1.3049 -4.9408 1.9768 -0.3 0.2 1.7
C 0.3255 -3.8596 1.5189 -0.1 -1.2 0.3
N -1.0484 -4.3917 1.4788 -1.4 -0.5 -1.0
C -1.7274 -4.5243 2.8021 0.5 -0.6 -1.4
C -1.9366 -3.1810 3.3968 0.0 1.9 0.1
O -2.7507 -2.4750 2.4296 -0.3 -1.0 -0.9
C -3.3425 -1.3193 2.9731 -1.2 -0.7 -0.3
H 3.3200 -6.7114 1.1281 0.0 0.6 0.0
H 2.2593 -8.0246 1.5059 -0.5 0.2 0.0
H 2.5917 -6.8202 2.7724 0.1 -0.1 -0.3
H 2.3013 -4.5128 1.9631 0.4 0.1 -0.2
H 1.0857 -5.1418 3.0720 0.3 0.3 -0.8
H 0.4523 -3.4839 0.5224 0.7 0.4 -0.3
H 0.4364 -3.0764 2.2869 -0.3 0.0 -0.6
H -0.9887 -5.3134 0.9744 -0.1 1.0 1.0
H -1.1244 -5.2088 3.3632 0.1 -0.2 1.0
H -2.7270 -4.9463 2.5858 0.5 0.0 0.2
H -1.1259 -2.4280 3.6054 0.1 -1.3 -0.2
H -2.4464 -3.2713 4.3550 -0.4 -0.1 -0.1
H -2.5745 -0.7373 3.4086 0.6 0.9 0.7
H -4.1170 -1.6591 3.6522 0.0 0.2 0.8
H -3.9090 -0.7619 2.2397 0.3 0.0 -0.6
C 7.5638 -2.3331 3.1053 -0.5 -0.9 0.8
O 7.0633 -3.5732 2.5028 0.3 1.3 0.9
C 6.0656 -4.1812 3.3163 0.3 1.5 1.4
C 4.7827 -3.3096 3.4160 0.3 -1.7 0.0
N 4.3785 -3.0585 2.0787 -0.4 1.2 -0.8
C 3.4397 -1.9443 1.8962 -0.2 -0.8 0.9
C 3.8606 -0.5466 2.3595 -0.2 -0.8 -1.2
O 5.0644 -0.3429 1.6612 -0.1 -0.9 0.1
C 5.7139 0.8650 1.8553 0.8 -0.1 1.4
H 6.7903 -1.5815 3.2768 -0.2 -0.1 -0.5
H 8.3029 -1.9623 2.4364 0.5 0.3 -0.6
H 8.0288 -2.4332 4.1232 -0.2 -0.7 -0.8
H 6.4801 -4.2602 4.3228 0.0 -0.1 0.3
H 5.9489 -5.1787 2.9757 -0.6 -0.8 -0.7
H 4.9851 -2.4363 4.0278 0.1 0.4 0.2
H 3.9440 -3.8473 3.8817 0.4 -0.1 0.4
H 5.2031 -2.8225 1.5374 0.1 -0.1 -0.1
H 2.4630 -2.2042 2.3395 0.3 0.1 0.0
H 3.3303 -1.9563 0.8356 -0.5 0.5 -0.9
H 3.8765 -0.3852 3.4326 0.6 -0.2 0.4
H 3.1086 0.1405 2.0023 -0.5 0.5 -0.2
H 5.8075 1.0158 2.9400 -0.1 0.4 0.1
H 5.1774 1.7114 1.4368 0.2 0.2 -0.5
H 6.7538 0.6892 1.5451 -0.4 0.6 -0.5
C -6.6595 1.8524 5.5311 -0.2 1.2 -1.4
O -6.5313 2.2692 4.1715 0.4 -0.1 -0.1
C -5.5022 1.4898 3.5600 0.7 0.5 1.1
C -5.2281 1.8093 2.1321 -0.4 2.2 -0.3
N -6.1867 1.1348 1.3112 -0.2 -0.8 -0.5
C -7.4987 1.7524 1.3322 -0.1 -0.5 -0.6
C -8.3807 1.0900 0.2864 -0.4 0.4 1.2
O -7.8041 1.1880 -0.9582 0.4 1.0 -1.5
C -7.9902 2.5119 -1.5474 0.4 -0.6 1.6
H -7.2150 0.9579 5.4939 -1.4 -1.0 0.6
H -7.0996 2.6888 6.0901 0.0 -0.6 0.0
H -5.7147 1.5391 5.9016 1.2 0.2 0.7
H -5.7197 0.4059 3.6490 0.0 0.3 0.0
H -4.5819 1.7396 4.1081 0.0 -0.4 0.1
H -4.1853 1.5708 1.9389 0.0 -0.6 -0.3
H -5.2354 2.9442 1.9223 -0.1 -1.2 0.7
H -5.9286 1.1714 0.3416 0.4 0.0 -0.5
H -7.3831 2.8156 1.1549 -0.3 0.6 -0.1
H -8.0092 1.6301 2.2518 -0.2 -0.1 1.3
H -9.3768 1.5737 0.3264 0.2 -0.2 -0.1
H -8.5164 0.0276 0.5077 0.1 0.0 0.1
H -7.0310 3.0012 -1.7639 -0.3 -0.3 0.0
H -8.5872 3.1575 -0.8765 0.4 -0.2 -0.3
H -8.5528 2.3043 -2.4077 -0.6 0.2 -1.5
C -3.1367 0.8412 -4.6979 -0.2 0.0 -0.6
O -2.4026 -0.0005 -5.5797 -0.1 0.0 0.6
C -2.4304 0.3812 -6.9241 0.2 0.0 -0.4
C -1.4793 1.5607 -7.2773 -2.5 0.0 -1.6
N -1.5954 1.6919 -8.7677 0.9 0.3 1.0
C -1.1141 2.9621 -9.4109 1.0 -3.7 -0.2
C -0.8690 2.7248 -10.9071 -0.5 2.0 -0.8
O 0.3248 2.0367 -11.1451 0.4 -1.0 0.2
C 0.6478 1.6785 -12.4958 -2.0 2.3 -0.1
H -4.0510 0.3778 -4.3542 -0.7 -0.2 -0.5
H -3.3326 1.8155 -5.1635 -0.1 -0.1 0.4
H -2.6163 0.9313 -3.7750 1.0 0.5 0.7
H -3.4637 0.6200 -7.2423 0.2 0.2 0.1
H -2.1618 -0.5385 -7.4687 0.2 0.5 -0.1
H -0.5024 1.3787 -6.9459 1.6 -0.6 0.1
H -1.8017 2.4601 -6.7324 -0.2 0.1 -0.1
H -2.5177 1.3517 -9.0186 0.1 0.7 -0.4
H -0.1341 3.1396 -8.9889 0.3 0.2 0.3
H -1.7189 3.7803 -9.2027 -1.3 1.6 0.1
H -0.8479 3.7483 -11.4062 0.3 -0.8 0.4
H -1.7381 2.2674 -11.3783 -0.1 -0.6 0.0
H 0.7553 2.6434 -13.0506 0.2 -0.6 0.0
H -0.1620 1.1292 -13.0274 0.4 0.0 0.6
H 1.5730 1.1640 -12.5007 0.7 -0.6 0.1
C 2.7146 -0.5215 -8.0220 0.5 -0.9 -1.4
O 3.1267 -1.1281 -6.8376 2.0 0.0 1.6
C 4.3241 -1.9665 -6.9903 -2.7 -0.9 1.0
C 5.0804 -2.1544 -5.7104 -0.3 0.2 2.2
N 4.1808 -2.8050 -4.7082 0.4 -0.2 0.0
C 4.7216 -3.1401 -3.3552 -0.8 2.2 -0.5
C 4.9891 -1.8745 -2.5195 0.4 -1.1 -0.5
O 3.7571 -1.3070 -2.1290 1.4 1.6 0.2
C 4.1879 -0.0969 -1.4612 -0.1 1.2 -1.1
H 1.8624 0.1279 -7.8487 0.0 0.1 0.2
H 2.3985 -1.4004 -8.5926 -0.4 0.5 -1.0
H 3.5110 0.0263 -8.6290 -0.7 -0.5 1.0
H 4.9093 -1.5773 -7.7456 1.5 1.0 -1.6
H 3.9995 -2.9890 -7.3040 0.0 0.6 0.1
H 5.4902 -1.2361 -5.2249 -0.1 -0.1 -0.9
H 5.9222 -2.8043 -5.9081 0.2 -0.3 -0.1
H 3.4636 -2.1031 -4.5387 -0.2 -0.2 0.0
H 5.6000 -3.7187 -3.3329 1.3 -0.8 -0.7
H 3.9828 -3.7337 -2.8413 -0.4 -0.2 0.2
H 5.6373 -1.1389 -3.0801 -0.7 -0.6 0.3
H 5.5554 -2.1280 -1.6134 0.1 -0.1 0.0
H 3.3382 0.5444 -1.2657 -0.5 -0.1 0.0
H 4.8657 0.5604 -2.1695 -1.0 -1.4 1.4
H 4.6528 -0.3287 -0.4961 0.3 0.0 -0.4
C -4.6188 -1.3043 7.3513 0.1 0.4 -0.4
O -3.3014 -1.4363 7.7765 1.1 0.7 -0.1
C -2.3785 -1.3231 6.6853 -0.4 -0.4 0.4
C -2.2214 0.0355 5.9889 0.3 0.3 0.1
N -0.9805 -0.0635 5.1966 -0.4 -0.3 0.9
C -0.6267 1.1795 4.4693 0.0 -0.5 0.8
C 0.8217 1.0361 3.8962 -1.1 0.0 0.6
O 1.8646 0.8858 4.8655 -0.7 0.4 -0.2
C 2.2486 2.1766 5.3414 -0.7 -0.9 -0.5
H -4.9428 -0.2874 7.1591 0.2 0.5 -0.2
H -5.2757 -1.6731 8.0867 -0.6 -0.6 1.1
H -4.7642 -1.8851 6.4631 -0.3 -0.4 -0.8
H -2.6593 -2.1279 5.9809 0.2 0.5 -0.1
H -1.3963 -1.5833 7.0695 0.1 -0.2 0.3
H -2.0946 0.8774 6.7285 -0.6 -0.8 -0.5
H -3.0763 0.2232 5.3392 -0.1 0.3 0.0
H -0.3357 -0.3828 5.9420 0.7 0.7 -1.1
H -0.8436 2.1038 5.0669 0.5 -0.6 -0.2
H -1.3543 1.2181 3.6358 0.5 0.2 0.0
H 1.0104 1.9039 3.2260 0.0 -0.8 0.2
H 0.7491 0.0517 3.4423 0.4 0.1 -0.8
H 1.3284 2.7388 5.5315 0.5 0.4 0.3
H 2.8434 2.6151 4.5648 0.3 0.8 -0.4
H 2.8670 2.0179 6.2012 0.1 0.2 0.7
C -0.2566 6.5486 7.0098 2.4 -0.5 0.8
O 0.0898 5.7483 5.8927 -0.6 -0.2 0.8
C 0.3864 6.5240 4.7508 0.7 -2.7 0.2
C 0.8666 5.5231 3.6942 -0.8 0.5 -0.2
N -0.1388 4.4933 3.4326 0.7 0.1 -0.1
C -1.1875 4.9053 2.5173 0.5 -0.8 -0.2
C -2.2324 3.8228 2.3698 0.4 -0.1 -2.0
O -2.9073 3.5163 3.5344 -1.0 0.2 0.9
C -3.5818 4.6213 4.1256 1.8 -0.8 2.6
H -1.2345 6.9906 7.0022 -0.5 0.4 -0.4
H 0.5768 7.3055 7.1068 -1.1 -0.2 0.1
H -0.1674 5.9108 7.9179 -0.2 0.3 -0.6
H 1.1064 7.2437 5.0196 1.1 1.1 0.1
H -0.4896 6.9644 4.4137 -1.8 1.2 -0.8
H 1.8155 5.0547 3.9741 0.0 0.2 0.0
H 0.9594 6.1151 2.7731 0.5 -0.3 0.0
H -0.4783 4.1091 4.3005 -0.3 0.1 0.1
H -0.6911 5.1017 1.5696 -0.1 -0.2 -0.5
H -1.7083 5.8251 2.7162 -0.1 0.7 0.7
H -1.8059 2.8530 2.0567 0.2 0.5 0.0
H -2.8975 4.1516 1.5264 0.1 -0.3 0.8
H -4.1715 5.1902 3.4796 -1.0 0.8 -1.4
H -2.8135 5.3148 4.6015 -1.0 -0.7 -0.4
H -4.2220 4.1841 4.9231 0.4 0.4 -0.5
C 3.3483 -6.7647 -5.6641 -0.2 2.7 -0.7
O 2.1549 -6.3550 -6.3741 0.2 0.4 0.4
C 1.3483 -5.3195 -5.7804 1.3 -0.3 0.1
C 0.5944 -4.5073 -6.8248 0.4 0.3 0.0
N -0.4408 -3.7844 -6.1032 -0.4 -0.6 0.2
C -0.0644 -2.4556 -5.7332 0.9 0.5 0.9
C -0.5458 -1.9970 -4.3675 -2.0 0.0 -1.0
O -0.0338 -2.6684 -3.2808 -0.4 -1.2 0.9
C 1.2476 -2.2421 -2.8617 -0.8 0.7 0.7
H 3.1379 -7.1922 -4.7064 -0.3 -0.7 0.5
H 3.9973 -5.8486 -5.4393 -0.7 -1.0 -0.5
H 3.8505 -7.4241 -6.3590 0.2 -0.3 0.2
H 1.9508 -4.6270 -5.1744 0.4 0.0 -0.3
H 0.6757 -5.7366 -5.0443 -0.6 -0.4 -0.1
H 0.1781 -5.1519 -7.5934 -0.1 -0.2 0.0
H 1.2739 -3.7715 -7.3347 -0.3 -0.7 0.3
H -1.3422 -3.8254 -6.5448 -0.1 0.0 -0.2
H -0.3744 -1.7231 -6.4797 0.2 0.3 -0.1
H 1.0258 -2.4603 -5.6070 0.0 0.2 -0.6
H -1.6517 -2.0491 -4.3671 0.4 -0.4 0.2
H -0.4067 -0.9498 -4.2337 0.5 1.2 -0.2
H 1.3505 -1.1748 -3.1923 0.6 -0.9 0.4
H 1.9761 -2.9296 -3.2364 0.8 0.0 -0.6
H 1.2895 -2.3313 -1.7599 -0.1 0.3 -0.6
C -0.0754 2.1136 8.6032 -0.9 -0.6 0.4
O 0.9400 1.1191 8.6196 0.1 -0.9 -0.1
C 0.6873 -0.2030 9.1938 1.0 0.6 -0.6
C 1.5698 -1.2638 8.4791 -0.6 1.1 0.9
N 1.5627 -1.0065 7.0380 0.3 -0.3 1.8
C 2.3355 -2.0070 6.3413 0.0 2.8 -3.1
C 1.4282 -3.1110 5.9681 -0.1 -1.0 0.9
O 2.1377 -4.2400 5.5546 0.7 -1.7 -0.5
C 2.9300 -4.9300 6.5570 -0.6 3.1 0.8
H 0.3411 3.0555 8.2326 0.1 -0.4 -0.3
H -0.4267 2.3156 9.6080 0.0 0.1 0.5
H -1.0189 1.8331 8.0558 1.1 0.1 0.1
H -0.3390 -0.5111 9.1358 -0.8 0.2 -0.3
H 0.9873 -0.2225 10.2391 -0.1 0.3 0.3
H 1.1352 -2.2388 8.7814 0.1 0.3 -0.6
H 2.5654 -1.2463 8.9697 0.0 0.1 -0.6
H 1.9182 -0.0605 6.8817 -0.2 -0.5 0.0
H 3.2815 -2.3308 6.7652 0.1 0.0 0.4
H 2.5470 -1.4521 5.3682 0.5 -0.9 0.9
H 0.7317 -2.8169 5.1832 0.1 -0.1 -0.1
H 0.8670 -3.3604 6.8584 -0.7 -0.2 0.4
H 3.0587 -4.2013 7.4374 -0.2 -1.3 -0.9
H 3.9175 -5.0656 6.1568 0.4 -0.4 -0.3
H 2.4756 -5.8405 6.9066 -0.3 -0.4 -0.1
```
Forces are in eV/Å.

***

Entry 2:
Computed, not measured: 2 unconnected molecules or ions with the total composition C10H15NO at a distorted geometry, with ωB97M-V with the def2-TZVPD basis set.

Output
E_tot (eV): -14150.8518
SMILES: Cc1ccccc1.CCC(N)=O
Total charge: 0
Energy relative to the best compared isomer or geometry (same formula, charge and spin) (eV): 0.727
Frontier orbital gap (eV): 9.95

```
27
Properties=species:S:1:pos:R:3:forces:R:3
C -0.0686 -1.1039 1.7627 1.2 0.1 -0.4
C -0.6261 -1.3775 0.3863 -1.6 0.1 -1.1
C 1.1767 -1.9590 2.0026 -1.1 0.3 0.9
O 2.2817 -1.4711 2.0124 0.3 -0.4 -0.1
N 0.8794 -3.2772 2.3115 0.5 0.2 -0.6
H 0.3599 -0.1038 1.7745 -0.2 0.2 -0.2
H -0.7964 -1.1097 2.5713 -0.1 -0.6 0.0
H 0.0205 -1.1984 -0.4453 1.2 0.3 -0.1
H 1.6845 -3.8793 2.2320 0.1 -0.2 0.1
H 0.0939 -3.6231 1.7807 -0.2 -0.1 0.2
H -1.4185 -0.6671 0.1594 -0.2 -0.1 0.2
H -1.0563 -2.3357 0.0711 0.0 -0.4 1.1
C 1.6658 1.8602 0.0708 0.8 -0.1 -0.1
C 0.4669 1.1083 -2.0126 0.9 -0.4 -0.6
C 0.4318 1.4729 -0.6863 -0.8 1.1 0.8
C -0.6582 0.9275 -2.8161 0.4 0.4 0.5
C -0.8246 1.7068 -0.1089 -0.3 0.0 -0.6
C -1.8837 1.1522 -2.2316 0.0 -0.3 0.2
C -1.9376 1.6080 -0.9106 -1.0 -0.4 -0.8
H 1.4626 0.9060 -2.3924 0.0 0.2 -0.4
H -0.5781 0.7692 -3.8828 0.1 -0.5 0.1
H 1.5158 2.6821 0.7697 -0.5 -0.3 0.3
H 2.4173 2.2875 -0.5981 0.0 -0.4 -0.2
H -1.0190 1.8800 0.9403 0.5 0.5 0.1
H -2.7787 0.8408 -2.7570 -0.2 0.7 -0.1
H -2.9305 1.8952 -0.5887 0.0 -0.2 0.6
H 2.1197 1.0090 0.5849 0.0 0.1 0.1
```
Forces are in eV/Å.

***

Entry 3:
Computed, not measured: 3 unconnected molecules or ions with the total composition C6H16O2 at a distorted geometry, with ωB97M-V with the def2-TZVPD basis set.

Output
Spin multiplicity: 2
E_tot (eV): -10565.5146
Total charge: +1
Energy relative to the best compared isomer or geometry (same formula, charge and spin) (eV): 1.874
Frontier orbital gap (alpha / beta) (eV): 11.24 / 6.48
<S²>: 0.752

```
24
Properties=species:S:1:pos:R:3:forces:R:3
C -1.4135 -1.4110 -0.4997 -1.6 -2.6 -2.7
C -0.0579 -1.6640 0.0097 2.7 -0.3 0.9
C 0.8672 -0.5088 -0.2807 -3.3 -2.8 -3.8
C 1.5545 0.0325 0.7044 3.6 2.2 6.6
C 2.4815 1.1826 0.6804 -1.2 -0.5 -3.9
C 0.9896 0.0140 -1.6928 2.0 0.9 1.0
H -2.1031 -2.3139 -0.2128 1.0 2.2 -0.5
H -1.6921 -0.4409 -0.2268 -1.3 1.1 1.0
H -1.3965 -1.3196 -1.6494 -0.1 -0.5 1.6
H 0.4539 -2.4236 -0.5489 0.2 -1.0 -1.3
H 0.0599 -2.2033 0.9911 -0.4 1.6 -0.2
H 1.4685 -0.2974 1.7855 -0.5 -0.4 -1.5
H 2.5182 1.3887 -0.4289 0.7 0.8 1.6
H 3.4868 1.0173 1.0074 0.4 -0.2 0.8
H 1.9569 1.9921 1.1615 0.1 0.6 0.6
H 0.1974 0.6530 -1.9779 -1.7 0.2 -0.2
H 1.7667 0.8332 -1.6569 -0.4 -1.5 -0.7
H 1.1713 -0.7165 -2.4999 -0.1 0.1 0.6
H -2.6900 2.2020 -1.3295 -0.6 -0.9 0.8
H -2.4378 2.3781 0.0998 0.4 0.9 1.3
O -2.8477 1.7473 -0.4611 0.3 0.0 -2.1
H -2.1469 0.0833 2.2856 -6.6 3.4 -2.8
H -0.7226 0.0897 2.1176 -0.7 -0.5 0.8
O -1.4641 -0.3146 2.6224 7.2 -2.9 2.0
```
Forces are in eV/Å.